ORCA calculation (ωB97M-V/def2-TZVPD) on a 2-piece molecular cluster, C32H63BClN2O10 overall at a distorted geometry.

XYZ file:
```
109
Properties=species:S:1:pos:R:3
H 3.2175 3.0856 2.9954
H 4.6247 1.3897 1.7176
O -11.5214 0.1434 -2.3168
H 2.0082 -3.8031 0.0973
C 2.3326 -1.5603 -0.5485
O 1.0406 3.1787 2.6718
C -9.0742 1.7776 -4.8686
N 3.3365 -0.3827 2.4437
H -7.9400 0.1566 -4.0661
H -12.7857 -1.3950 -2.7670
H 1.5779 1.4773 0.6846
C 2.6048 1.8769 1.0773
H -9.9948 4.2511 -5.0736
C 4.0179 0.1496 3.6965
O 7.5618 1.2746 3.5477
H -4.6555 -0.2579 0.1332
O -8.6189 1.2418 -2.5074
C -2.8060 -1.5811 0.2243
C -6.2809 -1.7159 -1.0636
C -10.5839 3.4555 -5.5418
C -10.6748 0.6483 -1.2873
H -8.3840 2.6109 -4.6931
H -9.6675 -0.0288 -3.7942
H -10.0600 -0.1612 -0.8760
H 5.1617 0.3458 3.5503
C -8.8546 0.6996 -3.8094
H 1.1266 3.2947 3.6526
C -2.3037 -1.8622 -1.2849
C -12.1340 -1.0792 -1.9500
C 3.8083 -1.4868 0.0947
H 5.3165 -1.4487 -4.0620
H 6.4389 -0.8068 -1.1877
H -0.3853 -0.6566 -1.0368
H 4.0424 -0.5974 -2.9895
H 8.9117 2.8107 1.9124
H -11.3159 1.0577 -0.4982
H 3.6238 1.2028 4.0122
H 2.4589 -1.2138 -1.6597
C -0.0262 -2.9039 -0.4627
H 1.7719 -3.4063 -1.6871
C 9.7503 0.7338 2.4859
C 3.9938 -1.5709 1.7292
H -8.8927 1.3550 -5.8638
H 3.4586 -3.0739 3.0016
H 5.6342 -2.0316 3.3420
H 10.4729 0.2674 3.2616
H -11.3749 -1.8525 -1.7934
H 5.3955 -3.1756 -0.2794
H -10.3222 2.4524 -2.4669
Cl 6.9907 -2.8601 -2.4195
H 2.3303 4.4472 0.2613
O 1.2074 0.4103 3.8046
H 5.7192 0.1464 -3.2225
C 8.2231 0.3544 2.9531
H -10.2917 3.3343 -6.5890
C -0.6682 -1.7227 -1.3671
C 9.8443 2.3703 2.4460
C 4.0540 0.1472 -0.0261
H 7.1699 -1.4282 0.7414
H -7.0717 -1.6225 -0.2296
O 7.7334 -0.9818 2.7185
C 5.1558 -0.8680 -3.0742
C 5.8035 -1.5611 -1.7709
H 2.1854 5.4049 1.9334
H -12.7375 -0.9527 -1.0444
O 0.8987 -1.4258 2.2713
C -9.7738 1.7514 -1.8350
H -0.3839 -2.9229 0.6281
C 1.6113 -2.9900 -0.6047
B 1.8733 -0.4884 2.8457
H 3.0505 2.4142 0.1367
H 3.1464 -2.5363 6.5991
H -2.5553 -2.9295 -1.6719
H -11.6378 3.7379 -5.4991
H 5.8208 -3.0313 1.8163
H -2.8405 -1.1385 -2.0241
H 3.4709 0.5675 -0.9281
H 1.2325 0.0151 4.7108
C 3.6797 0.7516 1.4657
O -5.0610 -2.3119 -0.5242
C -4.4030 -1.3729 0.3761
H 9.9060 2.7239 3.5482
C 3.5088 -1.6893 5.8930
C 2.6533 4.5144 1.3740
H -9.3843 2.3220 -0.9859
H -6.7098 -2.4441 -1.8702
H -4.6888 -1.6540 1.4700
C 2.4269 3.0866 2.1615
H -6.0919 -0.7068 -1.5828
H 6.3793 0.1402 1.5633
H -2.2165 -0.6810 0.6778
H 4.1524 -3.0437 -1.6254
H 9.9088 0.2712 1.4346
H -0.3567 -1.8005 -2.4914
H -0.4057 -3.9030 -0.9380
C 4.7410 -2.3946 -0.8516
H 0.2288 -0.9138 1.7459
C 3.8624 -0.7883 4.9850
H 4.3591 5.7815 1.4081
O 3.4171 -2.9086 2.0138
N 4.1564 4.7591 1.3443
C 6.6752 -0.9643 1.6728
H 1.6118 -0.7571 -0.0973
H 5.1276 0.5309 -0.1472
H -2.5291 -2.5062 0.8659
H 4.5286 4.5015 0.4008
C 5.5288 -1.9615 2.1800
O -10.4212 2.2411 -4.8318
H 10.8235 2.6507 1.9083
```

Values from the calculation:
HOMO energy = -0.3814 Eh
total charge = +1

=====

ORCA calculation (ωB97M-V/def2-TZVPD) on C32H63Be2Br2Cl4F4N4NaO10 as an isolated structure at a distorted geometry.

XYZ file:
```
122
Properties=species:S:1:pos:R:3
H 4.2743 0.7173 -0.4624
C -0.6464 -0.6246 1.0853
H 0.0916 2.6691 1.1525
O -0.9334 -8.2866 1.5055
C 3.5405 -0.6642 1.6360
C 3.8022 1.4470 0.2133
H 7.4840 2.3114 -6.3830
H 0.4550 4.3983 1.2269
H 0.9677 -1.4794 4.0428
Be 2.4620 1.6342 -3.7196
H 4.4111 2.3662 0.2692
H -9.8485 0.7425 6.3241
Cl -2.7821 -6.1864 0.1143
H -3.4226 -1.8020 3.1334
H 5.3920 -1.3013 0.7094
H 7.3874 5.9769 -7.1821
H -8.6444 -0.1792 4.1445
C 2.0082 3.2615 0.2767
C 3.1652 -1.1815 5.5973
N -2.1297 -1.0059 -0.8591
H 4.6121 -2.5222 1.7812
N 6.7167 5.1074 -4.6098
H -2.2114 -3.0784 1.7926
O -2.5517 -9.5336 0.7863
O -10.6345 -0.4223 4.0649
H -10.7273 1.9002 5.3464
C -9.7294 1.4414 5.4756
C -0.6335 -2.8126 -0.1268
H 0.5040 -1.3010 7.2733
C 4.9438 2.3965 -6.3863
H -0.0223 -1.1669 -4.4079
F -6.7586 0.0575 2.8571
H 1.7558 -3.0496 4.2439
Cl -5.3291 -5.2436 1.1190
H -2.4665 -0.0708 -0.6714
Br -5.2737 -0.4068 0.0345
H -0.1699 -3.2169 0.7773
H 0.0748 0.0717 -1.9046
C 0.5700 -1.2878 -3.4863
C -5.4054 0.0273 2.8270
H 1.2125 -3.1187 -1.1395
H 8.5175 4.5857 -5.5759
N 1.9765 -1.7421 5.8649
C 0.3969 -2.3727 -1.1656
H 2.5297 3.3531 1.2427
H -2.8345 -1.5933 -1.2826
H 0.0726 4.6470 -1.2692
H 0.2561 -2.6937 5.1326
H 2.8405 1.3099 2.1264
Na 3.3767 -1.6295 -4.1478
H -0.2558 1.7115 -0.8874
Cl -5.2225 -6.9647 -1.1988
H -9.4912 0.9696 3.1688
H 5.4569 -1.1652 2.5321
H 2.4074 4.0728 -0.3556
C 1.4545 -1.8350 7.2128
Be -5.4904 -3.3737 3.9260
O 0.3223 -1.0110 1.7553
C -3.4191 -1.3174 2.1459
C 1.1867 -2.2742 4.7578
H 4.1375 1.7679 -6.0107
F -5.6519 -2.2184 2.0356
C 0.6615 0.1036 -2.8304
H 0.8195 1.3771 -4.5665
C -0.5455 2.5414 -1.5376
H 1.5758 -1.6194 -3.8048
H 1.6707 1.0993 -0.0017
H 7.3608 4.3568 -7.8696
H 0.8572 -1.4323 -0.8379
H 2.4386 1.9064 -1.3848
O -8.7295 2.1510 5.4160
C -2.6563 -2.2703 1.1995
O 5.7673 2.7461 -5.2672
H 4.5825 1.1365 2.2691
H -0.2107 3.3799 -3.4866
H -1.3555 4.0632 -0.2961
H 1.2685 2.9075 -2.6473
C 6.9962 4.9668 -7.0458
H -2.9472 -0.3365 2.2856
O 3.6435 -1.0812 4.4809
H -11.5166 0.5001 2.4584
H 5.9095 5.0288 -7.1169
H -1.2847 -3.6011 -0.5367
C 4.8640 -1.4614 1.6611
O -1.8373 -9.7524 2.8157
Br -4.8096 1.8305 2.3838
H 2.1531 -1.3975 7.9242
C 0.2242 2.5798 -2.8663
C 3.7224 0.8622 1.6442
Cl -4.2885 -4.2372 -1.4017
H 1.2945 -2.8838 7.4706
H 6.6573 6.1164 -4.7465
H -0.8546 1.0466 -4.0847
H 7.6730 2.5439 -4.6506
C 2.3976 1.8772 -0.2827
H -3.3635 -2.7442 0.5115
H 3.6859 -0.8084 6.4964
C 0.5084 3.5054 0.5805
H 0.1337 -3.3383 -3.0543
C -0.1169 -2.3542 -2.6222
C 7.1428 2.9082 -5.5364
F -5.0069 -0.2413 4.0795
H 5.7634 4.7127 -4.5715
C -0.3493 3.8311 -0.6673
H 5.4939 1.8523 -7.1565
H -1.6083 2.3784 -1.7695
H 1.7258 0.2356 -2.5281
C -1.5473 -1.6217 0.3279
H 4.4963 3.2958 -6.8141
H -1.2001 -2.2803 -2.7210
H 7.1335 4.9239 -3.6941
F -12.1214 2.4722 2.0559
C -4.8981 -1.0731 1.8214
C 0.1352 1.2637 -3.6756
C -9.6295 0.3032 4.0420
C 7.4533 4.3935 -5.7131
H 3.0007 -0.9792 0.7273
H 2.9377 -0.9515 2.5054
C -4.3941 -5.6670 -0.3332
N -1.7758 -9.1951 1.7058
O -0.9511 0.6026 0.9635
O -12.2274 0.7170 1.8141
```

Values from the calculation:
energy above the lowest of the compared OMol25 structures with the same formula, charge and spin = 0.0 kcal per mole
HOMO energy = -0.1935 Eh

=====

ORCA calculation (ωB97M-V/def2-TZVPD) on a 13-piece molecular cluster, C32H63Cl24IN3O overall at a distorted geometry.

XYZ file:
```
124
Properties=species:S:1:pos:R:3
C 0.4225 -6.9128 -0.7242
C -9.0773 -0.3280 0.1129
C -4.8986 0.8190 1.9057
C 1.2548 8.4897 2.0947
H 5.5538 -4.5875 7.3995
H -2.3495 3.7240 -0.5984
Cl 5.6542 -0.7392 -0.2308
C -4.1424 1.8690 1.0146
H 12.6869 -2.6480 -1.9508
H -8.9010 7.1287 -2.1477
C 6.8809 -5.5250 5.9746
C 6.3658 -4.3223 6.7259
Cl 5.7744 -3.0547 5.6208
C 4.5800 -4.8647 -3.0369
H -0.2319 -7.2552 0.0773
H 4.1876 -1.7542 3.8622
Cl 5.5695 -6.4132 5.1562
H 2.5810 -2.4738 3.9627
H 5.6963 -4.8398 -1.1868
H 0.2152 8.5616 1.7803
Cl -7.5116 3.8897 -3.2515
C 11.7137 -2.9276 -1.5533
H 11.8160 -5.0278 -1.9403
H -7.5305 6.7849 -3.2058
C 5.8640 -4.9873 -2.2525
C 7.3980 -0.7340 0.1424
H -8.7885 -0.4703 1.1527
Cl 2.7832 -0.9565 2.1662
C -8.1140 6.4084 -2.3688
H -2.4015 -2.2137 2.8588
H 4.3926 -4.0947 3.2490
H -2.3039 0.1142 2.0019
H -0.3263 -0.6722 2.3077
C -1.7448 4.2933 -1.2999
H -2.0254 1.6617 0.4031
H -3.1199 1.6353 -0.9626
H -10.1659 1.0833 -1.1075
Cl 2.6133 -4.3345 1.7378
Cl -3.5878 -1.9369 -3.2952
C 7.9838 -2.1211 0.0757
H -1.1218 5.8431 0.0335
C 2.0283 7.5219 1.2325
H -9.2164 4.6383 -1.8013
C -0.5590 -1.6095 1.7689
C -2.8925 2.7231 2.7116
H -1.6885 -2.1053 -4.6634
H 3.9094 -5.6822 -2.7716
Cl 7.0999 -3.8099 -2.7817
C -2.8904 -0.2652 0.1019
H 7.1692 -3.8816 7.3149
Cl -7.0473 6.3497 -0.9399
H -1.6763 -4.1072 -3.1083
C -4.2156 -0.5798 2.0752
Cl 11.3084 -1.7888 -0.2407
H -4.8957 9.2202 -5.4238
C -0.2711 -7.0807 -2.0535
H -2.4011 4.9749 -1.8401
H -1.3993 -1.0544 -3.2750
C -9.9651 0.8816 -0.0571
H 10.9697 -2.7856 -2.3372
H -3.6914 -0.7741 -0.4509
Cl 0.3086 4.0393 0.4865
H 1.6507 6.5104 1.3826
C -1.8287 -2.0046 -3.5881
H -3.7054 8.0493 -4.8512
Cl 1.8592 7.8853 -0.5058
H 7.5386 -0.2870 1.1250
H -2.3353 -2.7330 1.1404
H 7.7369 -2.6132 -0.8649
Cl 1.9155 -7.8760 -0.6229
H -1.2411 -6.5836 -2.0282
H 7.6156 -5.2419 5.2233
H 9.0711 -2.0707 0.1700
H 0.6802 -5.8715 -0.5348
Cl 1.9539 10.1268 2.0618
H -10.9152 0.7101 0.4476
I -5.6632 2.6962 -0.3370
H 6.2914 -5.9786 -2.3982
H -4.1375 -0.7835 3.1590
H -4.0954 9.6429 -3.0551
H 7.8759 -0.0919 -0.5969
C -4.7167 8.4262 -4.7017
H -0.1358 -3.2522 -3.1821
Cl -6.4370 9.7374 -3.0288
H -0.4313 -8.1302 -2.2915
Cl 0.6527 -6.3497 -3.3929
H -0.2809 -1.5354 0.6967
H -9.4662 5.1683 -3.4675
C 3.9138 -3.4144 2.5453
C -0.6682 5.0746 -0.5919
H -5.8961 0.6618 1.4702
Cl -5.8314 7.0850 -5.0685
H 1.2776 8.1559 3.1317
O -2.4538 2.4495 3.7581
C 3.3880 -2.2090 3.2817
H 0.0054 5.5613 -1.2939
C -8.7257 5.0643 -2.6751
C 11.6945 -4.3627 -1.0859
H 10.7570 -4.6088 -0.5902
Cl -7.5826 -0.2256 -0.8673
Cl 3.7151 -3.3473 -2.6775
H -0.0153 -2.4148 2.2853
Cl -1.1910 -2.9509 -1.1059
Cl 7.3966 -3.1663 1.4025
C -1.1789 -3.1673 -2.8797
H -5.6513 -1.9951 2.2918
H 4.7614 -4.9032 -4.1092
H -4.8055 8.1002 -2.5666
Cl -9.2587 2.3499 0.6598
N -2.8257 -0.6405 1.5411
C -2.1066 -1.9225 1.8375
Cl 13.0251 -4.7187 0.0427
H 4.6441 -3.1332 1.7893
H 7.3508 -6.2198 6.6697
H 3.0889 7.5298 1.4747
H -9.6088 -1.2187 -0.2203
N -5.0280 -1.6753 1.5544
H -5.6541 -1.3441 0.8205
C -3.0192 1.2858 0.0755
H -1.9433 -0.4928 -0.4063
Cl -1.0789 3.1553 -2.5012
H -5.0908 1.2197 2.9173
N -3.6091 3.0353 1.7645
C -4.8760 8.9175 -3.2830
```

Values from the calculation:
HOMO energy = -0.4213 Eh
total charge = +1

=====

ORCA calculation (ωB97M-V/def2-TZVPD) on a 8-piece molecular cluster, C32H64O16S8 overall at a distorted geometry.

XYZ file:
```
120
Properties=species:S:1:pos:R:3
H 4.1225 -0.9311 -3.2361
H -7.1549 1.0557 3.9579
H 3.4038 -3.3324 3.7708
H -0.6390 -0.1214 1.8436
S -1.0633 0.9769 -0.0148
H -6.2040 -0.5194 2.4296
H 0.5806 3.1003 2.1540
H -6.5151 -0.0252 5.0260
H -2.9798 -6.5182 3.3628
H -3.8952 0.6296 1.6522
C 2.5305 3.0609 0.9088
H -3.5053 -1.4413 -1.3332
H 5.0141 -1.4488 3.2274
S 3.9412 -4.3813 1.2233
O 4.0769 -5.7455 1.8042
H -4.8712 -0.8600 3.2517
S -3.8302 -4.3289 1.3811
H -5.8262 2.6514 5.3255
H -4.6879 -6.4291 4.0654
C 3.0053 -2.6266 2.7997
H -1.7913 -1.4502 -1.4989
C 1.7762 3.2356 2.2585
C 4.0415 2.0118 2.5687
H 4.9539 2.1048 3.1405
H 3.1832 0.2565 -0.6334
H -4.5591 1.2206 5.6237
H 1.3947 0.6722 -5.9052
S 1.1024 -1.4394 -6.4064
C -5.5338 -0.0526 3.0977
H 4.1738 4.0031 1.9411
H 0.9889 6.5109 -2.6014
H 0.2664 -0.7466 0.3675
C 3.2727 0.1572 -1.5793
H 0.0183 3.7936 -1.8933
H 2.1187 -3.0702 0.7482
O 1.1429 4.7108 -4.2926
H 4.2888 -1.6800 1.2684
C -0.9228 4.2755 -2.0446
S 2.4916 2.1906 3.4293
C 4.0396 3.0521 1.4257
H -4.5890 -6.6597 1.4076
C 3.8350 1.4824 -2.2188
H -2.0174 -3.7228 2.8450
H 1.8968 -0.1822 -4.5397
C 4.4322 -2.0647 2.3187
O 2.0626 -2.3993 -5.8751
H -5.7165 -5.5480 2.1367
C -4.6040 -5.7586 2.1093
O 0.1224 1.2701 -0.7895
H -2.8378 -1.1523 1.2401
S -4.1495 2.1155 3.5372
H 3.3768 2.5164 -1.5591
C -1.8704 -1.4862 0.6209
O -4.6887 -3.3102 0.9285
C -3.9586 -5.9732 3.4171
O -2.7120 -4.7556 0.5599
O 1.3007 -0.7786 -7.6334
C -1.3535 4.1223 -3.4701
H -0.9539 -1.5414 -7.2665
H -4.4571 -4.3907 4.7144
H -0.7468 0.8172 -5.3157
H -0.2110 0.4207 -3.6421
C -2.4039 0.4171 -0.9960
H 5.3622 -3.9324 2.9196
O 4.0459 -4.2134 -0.2294
H -0.4098 -2.0721 -4.3469
C -0.8847 -1.4546 -4.9311
C -5.2766 1.6464 4.9014
H 4.0071 -1.8718 -1.7218
C -0.1336 6.3392 -2.8244
O 6.6568 -0.7840 -3.0549
C -0.7163 -0.4651 0.7894
H -0.6846 -2.9632 -6.3375
C 1.1732 -0.1520 -5.2859
H 1.7839 4.1715 2.8219
C -0.5352 -1.8735 -6.2975
H -1.5446 3.9687 -1.3389
C -3.3072 -3.7082 2.8319
H 2.2370 0.0403 -1.9367
H -0.3976 5.8477 -0.7440
O -1.5687 1.8612 0.9843
H 4.7857 2.7286 0.6368
C -3.6823 -4.6226 4.0793
H 5.9177 1.6477 -3.3689
H 2.4076 2.1632 0.4774
C 5.4163 1.4764 -2.2980
H 5.6665 2.2982 -1.5883
H 1.5762 -4.0208 2.2106
C 4.2909 -0.8795 -2.1377
H 2.1833 -1.8830 3.1873
H -5.8563 1.4602 1.7929
O -0.5201 5.8917 -5.3425
C -6.2331 0.5809 4.2803
O -4.3574 3.4508 3.0834
H -2.8963 -4.8280 4.8688
O 6.2010 -0.3445 -0.6485
H -1.2554 3.0732 -4.0049
S -0.1205 5.2419 -4.1546
O 1.8932 0.8867 3.4660
H 2.3617 3.9084 0.1660
H -2.0115 -1.5734 -4.5891
H 4.1463 1.0787 2.2166
C 5.1063 -3.3573 2.0248
C -0.2167 -0.0986 -4.7798
H -1.4330 -2.3594 0.5190
H 3.3812 1.7682 -3.3225
C -0.9198 5.7213 -1.7065
H -2.3361 4.4981 -3.6545
C -2.3592 -1.1087 -0.8490
H -3.8515 -2.7459 2.9038
H -2.5485 0.9442 -1.8367
H -3.1943 0.7709 -0.4197
O -2.8010 1.7907 3.9818
H -0.4589 7.2560 -3.0991
S 5.8245 -0.2100 -2.0015
H -1.9884 6.0174 -1.6788
C 2.4614 -3.5598 1.7618
H 6.0028 -3.2367 1.4608
C -4.8502 1.0777 2.3288
O 2.7545 2.7525 4.6917
```

Values from the calculation:
energy above the lowest of the compared OMol25 structures with the same formula, charge and spin = 342.5 kcal per mole
HOMO energy = -0.3807 Eh